The following is a DFT calculation (ωB97M-V with the def2-TZVPD basis set) of C43H59FN4OPRbS2Si4 as an isolated structure.

Last column: Mulliken charge in e.
Geometry (Å):
Rb1 -0.22371 -0.08137 0.01854  0.201
N1 3.32100 1.60299 2.05246  -0.229
P1 2.04318 2.09199 0.98274  1.408
C1 1.15419 3.19071 2.15554  -0.395
C2 -0.22178 3.06188 2.28072  0.134
C3 -0.91301 3.82680 3.20623  -0.406
C4 -0.23317 4.73141 4.00411  -0.590
C5 1.13868 4.87687 3.87046  -0.674
C6 1.83061 4.10876 2.95225  -0.317
C7 3.01855 3.38671 0.11442  0.272
C8 2.41541 4.58522 -0.25902  -0.478
C9 3.13210 5.55046 -0.94107  -0.622
C10 4.46187 5.33389 -1.26766  -0.514
C11 5.05028 4.11721 -0.96585  -0.665
C12 4.32726 3.14558 -0.29833  -0.548
C13 3.00571 0.44678 2.71068  0.214
C14 3.93605 -0.36485 3.36535  -0.818
C15 3.46959 -1.50633 3.98511  -0.539
C16 2.10839 -1.78404 3.96108  -0.717
C17 1.26284 -0.90262 3.30703  -0.281
N2 1.70113 0.18024 2.68986  0.174
H1 4.29144 1.75581 1.81480  0.274
H2 -0.75070 2.36166 1.64627  0.036
H3 -1.97930 3.69949 3.31461  0.469
H4 -0.76953 5.32393 4.73388  0.375
H5 1.67035 5.58638 4.49186  0.396
H6 2.90232 4.21766 2.85222  0.359
H7 1.37611 4.74986 -0.01118  0.469
H8 2.65471 6.47855 -1.22243  0.415
H9 5.03188 6.10075 -1.77429  0.362
H10 6.07410 3.92322 -1.25825  0.412
H11 4.78495 2.18115 -0.11782  0.219
H12 4.98665 -0.10326 3.36367  0.423
H13 4.16172 -2.17615 4.47905  0.382
H14 1.71363 -2.66924 4.43028  0.474
H15 0.19146 -1.05555 3.29736  0.345
C18 -3.28327 5.08001 -0.22745  -1.107
Si1 -3.35786 3.24513 -0.82504  0.062
C19 -3.81780 2.15521 0.66500  -0.585
C20 -4.95809 3.24195 -1.91826  -1.351
N3 -1.88343 2.69629 -1.42787  0.542
C21 -1.22122 3.05842 -2.52132  0.204
C22 -1.74740 3.78865 -3.61728  -0.405
C23 -1.00059 4.11867 -4.72423  -0.936
C24 0.33837 3.76132 -4.82108  -0.734
C25 0.90466 3.04559 -3.77330  -0.464
C26 0.13842 2.70382 -2.68997  -0.097
F1 0.74751 1.98328 -1.67822  0.380
H16 -4.21731 5.41595 0.21630  0.343
H17 -3.05604 5.73979 -1.06154  0.306
H18 -2.49817 5.20594 0.51279  0.236
H19 -4.84117 2.33724 0.98254  0.416
H20 -3.17460 2.34592 1.51794  -0.024
H21 -3.73792 1.09946 0.41493  0.119
H22 -5.81166 3.65501 -1.38646  0.360
H23 -5.21429 2.22784 -2.21562  0.309
H24 -4.82882 3.82535 -2.82650  0.403
H25 -2.78334 4.07932 -3.55707  0.238
H26 -1.47032 4.67059 -5.53444  0.355
H27 0.93017 4.03770 -5.68538  0.370
H28 1.94231 2.74041 -3.80102  0.442
S1 -2.17959 0.27227 4.00014  -0.340
C27 -2.99259 -1.15045 3.83592  0.141
N4 -2.63621 -2.22467 3.21072  -0.217
C28 -3.52289 -3.24187 3.29138  -0.785
C29 -3.36517 -4.50498 2.72330  0.308
C30 -4.35111 -5.45671 2.89875  -0.773
C31 -5.50123 -5.17568 3.62538  -0.314
C32 -5.68276 -3.92570 4.19817  -0.553
C33 -4.69909 -2.97344 4.03821  0.659
S2 -4.65028 -1.35792 4.66395  -0.347
H29 -2.47167 -4.70989 2.15627  0.339
H30 -4.22920 -6.44248 2.46583  0.366
H31 -6.26130 -5.93757 3.74797  0.334
H32 -6.58623 -3.69075 4.74703  0.342
C34 -2.53190 -0.88378 -2.46441  -0.947
O1 -1.25402 -1.29436 -2.08521  0.285
Si2 -0.75738 -2.88162 -1.90578  0.176
C35 -2.07959 -3.72839 -0.80655  -1.109
C36 -1.03531 -3.78179 -3.59812  -1.447
C37 0.98100 -2.75590 -1.27524  1.228
Si3 2.24489 -2.04912 -2.43785  0.081
C38 1.58977 -0.85426 -3.78515  -0.741
C39 3.28843 -3.33433 -3.44718  -1.244
C40 3.56928 -0.99325 -1.51298  -0.846
Si4 1.54139 -4.15429 -0.20090  -0.060
C41 1.42839 -5.92912 -0.97116  -1.267
C42 3.36951 -4.00685 0.36594  -1.025
C43 0.59727 -4.33113 1.46016  -0.518
H33 -2.81106 -1.29210 -3.44371  0.249
H34 -2.55118 0.20775 -2.52283  0.010
H35 -3.29027 -1.20667 -1.74025  0.271
H36 -3.06184 -3.69627 -1.27701  0.527
H37 -2.16514 -3.24685 0.16442  -0.003
H38 -1.84577 -4.77256 -0.63481  0.385
H39 -2.08706 -3.91969 -3.83844  0.366
H40 -0.56950 -4.76217 -3.58347  0.350
H41 -0.58155 -3.21864 -4.40660  0.338
H42 0.57270 -1.10939 -4.05283  0.069
H43 2.18464 -0.87350 -4.69681  0.488
H44 1.58013 0.16418 -3.42129  -0.148
H45 2.63928 -3.94579 -4.06644  0.287
H46 3.80392 -4.00452 -2.76788  0.289
H47 4.03448 -2.88069 -4.09438  0.347
H48 3.09005 -0.37242 -0.75660  -0.110
H49 4.11147 -0.33382 -2.18621  0.383
H50 4.29611 -1.62160 -1.01111  0.480
H51 1.91604 -5.94627 -1.94092  0.330
H52 0.38719 -6.19433 -1.12977  0.304
H53 1.87874 -6.70259 -0.35294  0.351
H54 4.04341 -4.01946 -0.48144  0.297
H55 3.66010 -4.81391 1.03311  0.368
H56 3.52036 -3.07068 0.89139  0.142
H57 -0.29197 -4.93842 1.33651  0.081
H58 0.28395 -3.36081 1.83309  -0.083
H59 1.20733 -4.80216 2.22651  0.506

Atoms 1-6, force components in eV/Å:
-0.172 0.243 0.463
0.481 -0.054 -0.363
0.255 0.955 -0.001
-0.147 -0.039 -0.147
0.157 -0.026 -0.142
-0.161 0.051 0.073

Summary:
2S+1 ... 1
Relative energy (zero: lowest compared OMol25 entry of this formula, charge and spin) ... 27.2 kcal/mol
Net charge ... -2
LUMO level ... 0.129 Ha
Gap between HOMO and LUMO ... 5.58 eV